# 1
The following is a DFT calculation (ωB97M-V with the def2-TZVPD basis set) of a structure of composition C23H16AsO6Sn.

## Properties
* strongest force on any atom: 5.4 eV/Å
* orbital gap: 4.3 eV
* E_LUMO: -13.39 eV
* highest occupied orbital energy: -17.689 eV
* energy relative to the best compared isomer or geometry (same formula, charge and spin): 70.9 kJ/mol

ORCA input file:
```
! wB97M-V def2-TZVPD RIJCOSX def2/J DEFGRID3
* xyz 3 1
O 0.21 4.65 -6.51
C 0.24 3.63 -7.04
Sn -0.24 0.77 -2.94
O 0.33 4.09 -2.73
C -0.04 3.07 -2.34
C -0.69 -3.76 -3.24
O -0.27 -4.80 -3.02
C 2.80 0.80 -3.40
O 3.89 0.62 -3.72
C -2.62 0.63 -3.16
O -3.75 0.40 -3.03
H 0.51 1.00 -4.41
O 0.14 -0.39 -1.28
As 0.03 -0.35 0.47
C -1.12 -1.83 0.89
C -2.32 -2.02 0.18
C -3.21 -3.00 0.62
C -2.88 -3.82 1.71
C -1.65 -3.66 2.36
C -0.76 -2.68 1.95
C 1.85 -0.61 1.04
C 2.16 -0.48 2.41
C 3.49 -0.62 2.82
C 4.48 -0.87 1.88
C 4.17 -1.02 0.52
C 2.84 -0.90 0.10
C -0.69 1.40 0.91
C -2.03 1.70 0.62
C -2.54 2.95 0.97
C -1.73 3.87 1.63
C -0.40 3.57 1.93
C 0.13 2.33 1.57
H -2.56 -1.41 -0.69
H -4.16 -3.13 0.10
H -3.57 -4.58 2.04
H -1.38 -4.31 3.20
H 0.21 -2.54 2.44
H 1.37 -0.26 3.13
H 3.73 -0.51 3.88
H 5.52 -0.95 2.20
H 4.95 -1.23 -0.21
H 2.58 -1.02 -0.96
H -2.67 0.94 0.17
H -3.59 3.18 0.74
H -2.13 4.85 1.90
H 0.23 4.28 2.47
H 1.15 2.05 1.84
*
```

---

# 2
The following is a DFT calculation (ωB97M-V with the def2-TZVPD basis set) of the ion C4H8N with charge +1.

## Properties
* strongest force on any atom: 5.1 eV/Å
* orbital gap: 9.0 eV
* E_LUMO: -5.47 eV
* highest occupied orbital energy: -14.453 eV
* energy relative to the best compared isomer or geometry (same formula, charge and spin): 288.7 kJ/mol

ORCA input file:
```
! wB97M-V def2-TZVPD RIJCOSX def2/J DEFGRID3
* xyz 1 1
C 0.49 -1.11 0.09
C -0.04 -2.24 0.21
C 1.15 0.12 -0.23
C -0.84 1.59 0.28
N -0.14 0.74 -0.61
H -1.06 -2.77 0.19
H 0.67 -3.08 0.56
H 1.75 0.56 0.56
H 1.83 0.10 -1.07
H -0.49 1.65 1.31
H -0.76 2.58 -0.26
H -1.93 1.37 0.49
H -0.64 0.51 -1.52
*
```

---

# 3
The following is a DFT calculation (ωB97M-V with the def2-TZVPD basis set) of a cluster of 2 separate species, C3H6N2O in total.

## Properties
* strongest force on any atom: 2.7 eV/Å
* orbital gap: 8.6 eV
* E_LUMO: 0.87 eV
* highest occupied orbital energy: -7.759 eV
* energy relative to the best compared isomer or geometry (same formula, charge and spin): 369.6 kJ/mol

ORCA input file:
```
! wB97M-V def2-TZVPD RIJCOSX def2/J DEFGRID3
* xyz 0 1
C 2.90 0.38 -0.87
C -0.87 -0.68 0.44
C -1.51 0.16 -0.66
N 1.00 0.84 0.87
N 0.26 -0.25 1.00
O 3.45 -0.58 -0.61
H -1.23 -1.67 0.59
H -2.27 0.87 -0.35
H -2.29 -0.50 -1.17
H -0.72 0.75 -1.19
H 0.58 1.56 0.30
H 0.69 -0.88 1.63
*
```

---

# 4
The following is a DFT calculation (ωB97M-V with the def2-TZVPD basis set) of a cluster of 6 separate species, C18H27N5O13 in total.

## Properties
* strongest force on any atom: 0.8 eV/Å
* SMILES: O=C1C=C(CCCO)C(=O)c2ccccc21.C[N+](=O)[O-].C[N+](=O)[O-].C[N+](=O)[O-].C[N+](=O)[O-].C[N+](=O)[O-]
* orbital gap: 9.0 eV
* E_LUMO: -0.33 eV
* highest occupied orbital energy: -9.279 eV

ORCA input file:
```
! wB97M-V def2-TZVPD RIJCOSX def2/J DEFGRID3
* xyz 0 1
O -5.33 -0.46 -0.83
C -4.23 -0.36 -1.32
C -3.60 -1.45 -2.10
C -2.79 -1.15 -3.12
C -2.04 -2.15 -3.94
C -0.66 -2.36 -3.28
C -0.73 -3.34 -2.14
O 0.45 -3.38 -1.35
C -2.59 0.29 -3.46
O -2.46 0.67 -4.59
C -2.59 1.20 -2.29
C -1.78 2.33 -2.25
C -1.79 3.12 -1.10
C -2.62 2.80 -0.02
C -3.44 1.68 -0.08
C -3.41 0.88 -1.21
H -3.81 -2.47 -1.81
H -2.56 -3.10 -3.95
H -1.91 -1.78 -4.95
H -0.35 -1.40 -2.88
H 0.10 -2.63 -4.02
H -0.89 -4.35 -2.49
H -1.56 -3.07 -1.49
H 0.38 -2.72 -0.65
H -1.14 2.55 -3.09
H -1.14 3.98 -1.03
H -2.61 3.41 0.87
H -4.10 1.41 0.74
C -1.12 -6.16 1.36
N -1.65 -5.51 0.13
O -2.26 -4.47 0.27
O -1.43 -6.07 -0.92
H -1.39 -5.56 2.21
H -1.57 -7.15 1.42
H -0.05 -6.23 1.25
C 2.64 -1.69 2.36
N 1.52 -2.41 1.70
O 0.78 -1.78 0.97
O 1.42 -3.60 1.92
H 2.60 -0.65 2.06
H 2.52 -1.80 3.43
H 3.55 -2.16 2.02
C -0.64 6.14 2.37
N -0.60 4.67 2.58
O -1.14 4.22 3.57
O -0.04 4.01 1.72
H -1.16 6.59 3.20
H 0.39 6.49 2.32
H -1.15 6.32 1.43
C 4.67 -4.02 -1.02
N 5.08 -3.25 0.19
O 5.09 -2.04 0.10
O 5.36 -3.88 1.18
H 4.44 -3.32 -1.81
H 5.50 -4.67 -1.28
H 3.79 -4.60 -0.75
C 4.08 7.92 3.38
N 2.63 7.59 3.47
O 2.29 6.71 4.23
O 1.88 8.22 2.75
H 4.62 7.28 4.07
H 4.39 7.75 2.35
H 4.19 8.97 3.65
*
```

---

# 5
The following is a DFT calculation (ωB97M-V with the def2-TZVPD basis set) of the ion C2H4BrOP2 with charge +1.

## Properties
* strongest force on any atom: 1.6 eV/Å
* orbital gap: 9.3 eV
* E_LUMO: -4.60 eV
* highest occupied orbital energy: -13.886 eV

ORCA input file:
```
! wB97M-V def2-TZVPD RIJCOSX def2/J DEFGRID3
* xyz 1 1
C -0.56 0.83 2.15
C -0.41 0.97 0.96
P -0.15 0.95 -0.73
P 0.53 -1.11 -1.42
O 1.20 -1.63 -0.06
Br -1.38 -2.15 -1.61
H -0.78 0.48 3.13
H -1.40 1.22 -1.30
H 0.80 1.91 -1.06
H 2.15 -1.46 -0.06
*
```

---

# 6
The following is a DFT calculation (ωB97M-V with the def2-TZVPD basis set) of a cluster of 6 separate species, C33H81N5O in total.

## Properties
* strongest force on any atom: 3.9 eV/Å
* SMILES: CCN(CC)CC.CCN(CC)CC.CCN(CC)CC.CCN(CC)CC.CCN(CC)CC.CC(C)=O
* orbital gap: 8.1 eV
* E_LUMO: 0.35 eV
* highest occupied orbital energy: -7.718 eV

ORCA input file:
```
! wB97M-V def2-TZVPD RIJCOSX def2/J DEFGRID3
* xyz 0 1
C 6.50 -0.24 -1.02
C 6.35 -1.42 -2.02
N 6.19 -0.93 -3.34
C 7.40 -0.13 -3.76
C 7.85 -0.05 -5.17
C 4.87 -0.51 -3.87
C 4.09 -1.72 -4.36
H 7.43 0.32 -1.10
H 6.68 -0.72 -0.05
H 5.75 0.54 -1.01
H 7.16 -2.14 -2.05
H 5.49 -2.00 -1.68
H 7.13 0.90 -3.54
H 8.30 -0.38 -3.20
H 6.97 0.22 -5.76
H 8.61 0.71 -5.34
H 8.19 -1.05 -5.45
H 4.92 0.26 -4.65
H 4.33 -0.06 -3.03
H 4.36 -1.91 -5.39
H 3.02 -1.55 -4.45
H 4.13 -2.66 -3.80
C 1.36 5.23 1.47
C 1.43 6.74 2.05
N 0.61 7.06 3.23
C 0.91 8.50 3.55
C -0.08 9.52 2.88
C 0.93 6.22 4.39
C -0.05 6.44 5.50
H 1.74 4.41 2.08
H 2.04 5.18 0.61
H 0.38 4.93 1.10
H 2.48 7.00 2.19
H 1.05 7.40 1.27
H 0.83 8.71 4.62
H 1.95 8.76 3.36
H 0.03 9.62 1.80
H -1.14 9.29 3.01
H 0.26 10.46 3.32
H 1.95 6.11 4.77
H 0.67 5.24 4.00
H -0.28 5.46 5.89
H -0.91 6.93 5.02
H 0.40 6.92 6.37
C 7.75 -6.13 6.01
C 6.26 -6.27 5.56
N 6.09 -5.61 4.24
C 4.70 -5.23 4.13
C 4.30 -4.54 2.75
C 6.69 -6.31 3.12
C 5.99 -7.63 2.82
H 7.94 -6.32 7.07
H 7.96 -5.06 5.98
H 8.40 -6.68 5.32
H 5.98 -7.32 5.63
H 5.58 -5.84 6.29
H 4.06 -6.10 4.27
H 4.42 -4.55 4.93
H 4.38 -5.22 1.90
H 3.23 -4.40 2.91
H 4.77 -3.56 2.68
H 7.68 -6.71 3.32
H 6.64 -5.62 2.28
H 6.64 -8.28 2.25
H 5.10 -7.57 2.18
H 5.75 -8.24 3.69
C -8.08 -1.08 -7.35
C -6.69 -1.29 -6.75
N -6.52 -2.66 -6.13
C -5.95 -3.56 -7.18
C -5.82 -4.95 -6.68
C -5.77 -2.57 -4.84
C -6.79 -1.85 -3.81
H -8.31 -1.76 -8.17
H -8.20 -0.01 -7.54
H -8.88 -1.21 -6.63
H -5.92 -1.26 -7.52
H -6.43 -0.51 -6.04
H -5.01 -3.16 -7.57
H -6.75 -3.61 -7.92
H -5.07 -5.03 -5.90
H -5.55 -5.56 -7.54
H -6.82 -5.21 -6.33
H -5.59 -3.57 -4.46
H -4.82 -2.05 -4.95
H -7.78 -2.30 -3.68
H -6.48 -2.00 -2.77
H -6.93 -0.78 -3.94
C -6.58 3.30 4.29
C -5.33 3.10 3.34
N -5.51 2.12 2.22
C -5.49 0.68 2.56
C -4.29 0.27 3.39
C -6.53 2.26 1.19
C -6.55 3.70 0.55
H -6.53 2.70 5.20
H -7.57 3.20 3.84
H -6.58 4.30 4.73
H -5.14 4.06 2.84
H -4.38 2.95 3.84
H -6.38 0.53 3.17
H -5.66 0.05 1.68
H -4.03 0.90 4.23
H -4.37 -0.75 3.78
H -3.41 0.33 2.74
H -7.51 2.12 1.64
H -6.47 1.48 0.43
H -6.60 4.56 1.21
H -7.34 3.90 -0.18
H -5.69 3.88 -0.09
C -2.06 0.53 -1.46
C -1.22 -0.73 -1.35
O -1.58 -1.81 -1.73
C 0.08 -0.71 -0.56
H -1.45 1.39 -1.18
H -2.75 0.53 -0.62
H -2.56 0.62 -2.42
H 0.80 -0.22 -1.22
H 0.32 -1.75 -0.37
H -0.09 0.03 0.23
*
```

---

# 7
The following is a DFT calculation (ωB97M-V with the def2-TZVPD basis set) of the molecule C12H10OS.

## Properties
* strongest force on any atom: 5.0 eV/Å
* SMILES: C1=C[C@@H]2c3ccccc3SO[C@@H]2C=C1
* orbital gap: 8.4 eV
* E_LUMO: 0.32 eV
* highest occupied orbital energy: -8.070 eV
* energy relative to the best compared isomer or geometry (same formula, charge and spin): 256.0 kJ/mol

ORCA input file:
```
! wB97M-V def2-TZVPD RIJCOSX def2/J DEFGRID3
* xyz 0 1
C 0.83 2.77 -0.11
C 2.18 2.55 -0.44
C 0.07 1.78 0.42
C 2.69 1.27 -0.28
C 0.48 0.42 0.53
C 1.85 0.18 0.16
C -0.70 -1.98 -0.96
C -1.82 -1.33 -1.31
C -0.10 -1.95 0.45
C -2.76 -0.90 -0.19
C -0.57 -0.51 1.03
C -2.22 -0.34 0.91
O 1.30 -2.30 0.36
S 2.71 -1.42 -0.14
H 0.27 3.75 -0.28
H 2.63 3.44 -0.79
H -0.91 1.85 0.71
H 3.74 0.89 -0.61
H -0.13 -2.34 -1.68
H -2.25 -1.25 -2.25
H -0.62 -2.85 0.90
H -3.75 -1.02 -0.46
H -0.33 -0.74 2.17
H -2.61 0.02 1.88
*
```

---

# 8
The following is a DFT calculation (ωB97M-V with the def2-TZVPD basis set) of a cluster of 8 separate species, C18H42O18 in total.

## Properties
* strongest force on any atom: 6.7 eV/Å
* SMILES: COC(=O)OC.COC(=O)OC.COC(=O)OC.COC(=O)OC.COC(=O)OC.CO.CO.CO
* orbital gap: 10.2 eV
* E_LUMO: 0.17 eV
* highest occupied orbital energy: -10.024 eV
* energy relative to the best compared isomer or geometry (same formula, charge and spin): 378.2 kJ/mol

ORCA input file:
```
! wB97M-V def2-TZVPD RIJCOSX def2/J DEFGRID3
* xyz 0 1
C -18.42 -13.99 9.98
O -18.23 -13.02 8.89
H -19.47 -14.29 10.03
H -17.83 -14.90 9.87
H -18.14 -13.63 10.97
H -18.91 -12.35 9.01
C -17.62 -10.36 2.84
O -18.72 -11.20 2.89
H -17.52 -10.06 3.88
H -16.68 -10.80 2.49
H -17.71 -9.47 2.21
H -18.85 -11.60 2.03
C -13.93 -9.93 7.62
O -14.22 -10.36 8.99
H -13.80 -8.86 7.48
H -13.13 -10.55 7.21
H -14.76 -10.23 6.98
H -14.70 -11.19 9.00
C -12.31 -4.85 11.92
O -12.71 -3.92 12.94
C -13.85 -3.96 13.65
O -14.81 -4.69 13.41
O -13.80 -3.08 14.71
C -14.78 -3.17 15.70
H -12.85 -4.67 10.99
H -12.37 -5.92 12.11
H -11.29 -4.56 11.68
H -15.75 -2.73 15.47
H -14.55 -2.60 16.60
H -14.81 -4.20 16.05
C -14.24 -16.22 13.95
O -14.39 -15.09 14.60
C -14.40 -13.90 13.99
O -14.16 -13.69 12.81
O -14.93 -12.98 14.83
C -15.31 -11.61 14.51
H -14.84 -16.43 13.06
H -14.62 -16.97 14.65
H -13.17 -16.32 13.77
H -15.93 -11.48 13.62
H -14.43 -10.97 14.43
H -15.84 -11.08 15.31
C -8.14 -9.34 13.95
O -8.06 -9.88 12.63
C -7.97 -9.08 11.63
O -7.74 -7.86 11.69
O -8.17 -9.78 10.57
C -7.99 -9.23 9.29
H -8.93 -8.59 14.04
H -7.23 -8.81 14.25
H -8.29 -10.14 14.67
H -6.93 -9.17 9.02
H -8.33 -8.21 9.08
H -8.49 -9.89 8.59
C -9.89 -7.78 3.61
O -9.34 -6.62 4.13
C -10.01 -5.58 4.44
O -11.33 -5.53 4.46
O -9.09 -4.64 4.80
C -9.66 -3.51 5.38
H -10.28 -7.55 2.62
H -10.60 -8.40 4.16
H -8.99 -8.39 3.59
H -10.05 -3.87 6.34
H -10.43 -3.13 4.71
H -9.00 -2.66 5.49
C -9.05 -13.87 4.63
O -10.33 -13.76 5.20
C -11.26 -14.57 4.76
O -11.17 -15.48 3.89
O -12.33 -14.44 5.60
C -13.33 -15.40 5.56
H -8.74 -14.91 4.71
H -8.27 -13.18 4.97
H -9.18 -13.66 3.57
H -13.70 -15.52 4.54
H -14.25 -15.27 6.14
H -12.82 -16.26 6.00
*
```

---

# 9
The following is a DFT calculation (ωB97M-V with the def2-TZVPD basis set) of a structure of composition C4H6N5O3PdS4.

## Properties
* strongest force on any atom: 0.9 eV/Å
* orbital gap: 7.7 eV
* E_LUMO: 2.44 eV
* highest occupied orbital energy: -5.256 eV
* energy relative to the best compared isomer or geometry (same formula, charge and spin): 0.0 kJ/mol

ORCA input file:
```
! wB97M-V def2-TZVPD RIJCOSX def2/J DEFGRID3
* xyz -1 1
Pd 0.83 -0.74 0.05
C -2.26 3.94 1.46
C -2.34 2.47 1.65
N -3.10 1.85 2.50
N -2.79 0.54 2.31
C -1.88 0.33 1.36
S -1.31 -1.17 0.81
N -1.59 1.58 0.93
N -0.72 1.97 -0.09
H -2.99 4.42 2.11
H -2.44 4.19 0.42
H -1.26 4.28 1.73
H -3.21 -0.18 2.88
H -0.61 1.18 -0.72
H 0.19 2.13 0.34
S 0.59 3.01 2.85
C 0.92 1.55 2.19
N 1.15 0.50 1.73
O 2.70 -0.25 -3.17
S 2.52 -1.25 -2.16
O 3.26 -2.47 -2.32
O 2.70 -0.65 -0.76
S 0.49 -1.73 -1.94
*
```

---

# 10
The following is a DFT calculation (ωB97M-V with the def2-TZVPD basis set) of a structure of composition C9H6.

## Properties
* strongest force on any atom: 4.8 eV/Å
* orbital gap: 7.6 eV
* E_LUMO: -0.65 eV
* highest occupied orbital energy: -8.202 eV
* energy relative to the best compared isomer or geometry (same formula, charge and spin): 579.0 kJ/mol

ORCA input file:
```
! wB97M-V def2-TZVPD RIJCOSX def2/J DEFGRID3
* xyz 0 1
C -2.90 -1.39 0.07
C -2.72 -0.18 0.55
C 0.98 -1.26 0.77
C 1.30 0.01 0.45
C -1.51 -0.92 -0.45
C -0.95 0.30 -0.57
C -1.96 1.10 0.28
C 0.47 -1.59 -0.50
C 0.54 -0.12 -0.87
H 1.14 -1.89 1.67
H 1.56 0.89 1.04
H -2.63 1.90 -0.17
H -1.40 1.57 1.05
H 0.53 -2.60 -0.91
H 0.73 0.04 -1.98
*
```

---

# 11
The following is a DFT calculation (ωB97M-V with the def2-TZVPD basis set) of the molecule C3H4BrClF2.

## Properties
* strongest force on any atom: 3.6 eV/Å
* SMILES: C[C@H](Cl)C(F)(F)Br
* orbital gap: 11.4 eV
* E_LUMO: 0.64 eV
* highest occupied orbital energy: -10.714 eV
* energy relative to the best compared isomer or geometry (same formula, charge and spin): 8.7 kJ/mol

ORCA input file:
```
! wB97M-V def2-TZVPD RIJCOSX def2/J DEFGRID3
* xyz 0 1
C 0.09 0.07 -0.29
C -0.72 -0.97 0.54
C -2.27 -0.92 -0.13
F -2.16 -1.23 -1.40
F -3.07 -1.84 0.40
Cl -0.01 -2.50 0.18
Br -3.07 0.78 0.16
H 1.24 -0.23 -0.23
H -0.43 0.06 -1.29
H -0.19 1.08 0.15
H -0.63 -0.80 1.63
*
```

---

# 12
The following is a DFT calculation (ωB97M-V with the def2-TZVPD basis set) of the molecule C3H3N3O.

## Properties
* strongest force on any atom: 11.8 eV/Å
* SMILES: [H]/N=c1\ncnco1
* orbital gap: 9.6 eV
* E_LUMO: -0.46 eV
* highest occupied orbital energy: -10.041 eV
* energy relative to the best compared isomer or geometry (same formula, charge and spin): 378.6 kJ/mol

ORCA input file:
```
! wB97M-V def2-TZVPD RIJCOSX def2/J DEFGRID3
* xyz 0 1
C 0.98 -0.34 0.03
C -0.74 1.16 -0.01
C -1.19 -1.01 -0.09
H 2.66 0.55 -0.24
H -1.10 2.23 0.37
H -1.76 -2.06 -0.26
N 2.28 -0.27 -0.38
N 0.52 0.99 0.41
N -1.77 0.08 -0.31
O 0.12 -1.34 0.48
*
```